#a
C2H4O2Si in the gas phase, computed with wB97M-V/def2-TZVPD.

Geometry (Å):
C1 0.13 0.49 -0.69
C2 -0.33 -0.81 0.01
O1 0.71 1.29 0.27
O2 -0.21 -0.53 1.42
Si1 0.65 0.91 1.86
H1 -0.71 1.16 -1.07
H2 0.64 0.29 -1.61
H3 0.46 -1.56 -0.07
H4 -1.36 -1.25 -0.12

Calculated values
LUMO level (spin up / spin down)   0.94 / -3.23 eV
Multiplicity   3
Frontier orbital gap (spin up / spin down)   6.916 / 6.740 eV
Net charge   0
HOMO energy (spin up / spin down)   -5.97 / -9.97 eV


#b
2 unconnected molecules or ions with the total composition C2H4O2Si, computed with wB97M-V/def2-TZVPD.

Geometry (Å):
C1 1.06 -1.84 0.01
C2 0.17 -2.49 0.83
O1 -0.48 3.61 -0.90
O2 -0.79 0.70 0.63
Si1 -0.24 -0.68 0.62
H1 1.90 -2.24 -0.48
H2 0.24 -3.56 1.12
H3 -0.93 3.12 -0.14
H4 -0.92 3.37 -1.70

Calculated values
LUMO level (spin up / spin down)   0.10 / -4.06 eV
Multiplicity   3
Frontier orbital gap (spin up / spin down)   6.496 / 6.683 eV
Net charge   0
HOMO energy (spin up / spin down)   -6.39 / -10.74 eV


Most favorable structure: #a. The second most favorable one is 265.2 kJ/mol above it.


#a
3 unconnected molecules or ions with the total composition C3H12NO2S, computed with wB97M-V/def2-TZVPD.

Geometry (Å):
C1 -0.18 1.05 -1.33
N1 1.10 1.51 -0.85
C2 1.12 1.94 0.55
C3 0.74 0.87 1.59
S1 1.54 -0.73 1.31
H1 0.04 0.45 -2.22
H2 -0.93 1.79 -1.66
H3 -0.73 0.55 -0.53
H4 1.79 0.78 -0.92
H5 2.12 2.27 0.77
H6 0.49 2.84 0.57
H7 -0.35 0.90 1.67
H8 1.20 1.27 2.49
H9 -2.16 -1.67 -2.30
H10 -1.51 -2.69 -1.39
O1 -2.35 -2.24 -1.55
H11 -1.27 -3.06 1.77
H12 -0.14 -2.50 0.82
O2 -0.51 -3.30 1.23

Calculated values
LUMO level   3.55 eV
Frontier orbital gap   6.418 eV
Net charge   -1
HOMO energy   -2.87 eV


#b
3 unconnected molecules or ions with the total composition C3H12NO2S, computed with wB97M-V/def2-TZVPD.

Geometry (Å):
C1 -0.29 0.26 -0.13
C2 -0.71 -1.07 0.47
S1 0.64 -1.69 1.55
C3 0.74 0.06 -1.27
N1 0.77 1.14 -2.25
H1 0.17 0.84 0.67
H2 -1.15 0.84 -0.49
H3 -0.97 -1.81 -0.31
H4 -1.65 -0.96 1.01
H5 0.36 -0.81 -1.83
H6 1.67 -0.25 -0.80
H7 -0.15 1.36 -2.55
H8 1.24 1.97 -1.90
H9 0.65 1.01 3.94
H10 1.69 0.11 4.25
O1 1.40 0.98 4.57
H11 -3.17 0.33 -4.14
H12 -2.23 1.32 -3.41
O2 -2.85 1.24 -4.14

Calculated values
LUMO level   3.07 eV
Frontier orbital gap   5.857 eV
Net charge   -1
HOMO energy   -2.78 eV


Most favorable structure: #b. The second most favorable one is 8.8 kJ/mol above it.


#a
2 unconnected molecules or ions with the total composition C4H12N2OSi, computed with wB97M-V/def2-TZVPD.

Geometry (Å):
C1 0.27 -1.57 -1.14
C2 1.05 -1.41 0.16
C3 -1.21 -1.21 -1.05
C4 1.30 0.03 0.57
N1 -0.17 2.38 -0.87
N2 -0.85 1.59 2.70
O1 -1.32 0.16 -0.71
Si1 -0.26 1.01 0.22
H1 0.59 -0.89 -1.95
H2 0.35 -2.56 -1.61
H3 0.35 -1.81 0.83
H4 1.90 -2.16 0.14
H5 -1.75 -1.21 -2.02
H6 -1.80 -1.92 -0.38
H7 1.44 -0.02 1.67
H8 2.27 0.20 0.02
H9 -0.63 2.06 -1.73
H10 -0.41 3.30 -0.55
H11 0.09 1.48 3.14
H12 -1.23 2.56 2.57

Calculated values
LUMO level   0.56 eV
Frontier orbital gap   8.972 eV
Net charge   0
HOMO energy   -8.41 eV


#b
C4H12N2OSi in the gas phase, computed with wB97M-V/def2-TZVPD.

Geometry (Å):
C1 -1.91 -1.53 0.43
C2 0.89 -0.72 -1.60
C3 0.92 -0.37 1.45
C4 1.10 2.28 -0.21
N1 -2.30 -0.27 0.12
N2 -1.39 0.72 -0.18
O1 -1.76 1.83 -0.46
Si1 0.43 0.53 -0.18
H1 -2.76 -2.21 0.19
H2 -1.63 -1.65 1.48
H3 -1.03 -1.96 -0.18
H4 0.20 -0.80 -2.37
H5 1.88 -0.44 -2.03
H6 0.85 -1.68 -1.15
H7 0.09 -0.72 1.99
H8 1.41 -1.32 1.31
H9 1.44 0.26 2.10
H10 2.16 2.34 -0.27
H11 0.70 2.90 -1.00
H12 0.69 2.81 0.56

Calculated values
LUMO level   0.45 eV
SMILES string   C/N=[N+](/[O-])[Si](C)(C)C
Frontier orbital gap   9.379 eV
Net charge   0
HOMO energy   -8.93 eV


Most favorable structure: #a. The second most favorable one is 196.9 kJ/mol above it.


#a
C4H7ClN2 in the gas phase, computed with wB97M-V/def2-TZVPD.

Geometry (Å):
C1 -2.17 0.78 0.39
C2 -1.13 0.05 1.14
C3 -0.31 -0.82 0.22
C4 0.44 0.17 -0.69
N1 -3.03 1.28 -0.23
N2 1.30 1.12 0.06
Cl1 2.95 0.49 0.21
H1 -0.38 0.76 1.55
H2 -1.63 -0.54 1.99
H3 0.33 -1.42 0.74
H4 -0.87 -1.42 -0.46
H5 1.18 -0.36 -1.30
H6 -0.34 0.64 -1.34
H7 1.40 2.00 -0.58

Calculated values
LUMO level   0.50 eV
SMILES string   N#CCCCNCl
Frontier orbital gap   10.479 eV
Net charge   0
HOMO energy   -9.98 eV


#b
2 unconnected molecules or ions with the total composition C4H7ClN2, computed with wB97M-V/def2-TZVPD.

Geometry (Å):
C1 1.72 1.48 -0.17
C2 -1.32 -1.65 -0.02
C3 1.58 0.24 -0.46
C4 -1.32 -0.15 -0.07
N1 2.02 2.64 -0.12
N2 -0.91 0.70 0.81
Cl1 1.85 -1.23 0.42
H1 -2.45 -1.83 0.26
H2 -0.72 -2.10 0.86
H3 -0.93 -2.13 -0.84
H4 0.98 0.10 -1.44
H5 -1.71 0.30 -0.95
H6 -0.34 0.23 1.51
H7 1.54 3.41 0.21

Calculated values
LUMO level   0.64 eV
SMILES string   [H]/N=C\C.N=C=CCl
Frontier orbital gap   9.123 eV
Net charge   0
HOMO energy   -8.49 eV


Most favorable structure: #a. The second most favorable one is 135.4 kJ/mol above it.


#a
A gas-phase ion, C2H3N2O2 (charge +1), computed with wB97M-V/def2-TZVPD.

Geometry (Å):
C1 -0.77 -0.23 0.81
C2 0.60 0.08 -1.19
N1 -1.83 -0.61 1.32
N2 -0.14 -0.80 -0.15
O1 1.16 -0.26 -2.16
O2 -2.46 -0.89 2.24
H1 -0.60 0.76 1.20
H2 0.69 0.98 -0.72
H3 -0.58 -1.73 -0.40

Calculated values
LUMO level (spin up / spin down)   -7.73 / -7.73 eV
SMILES string   O=C/[NH+]=C/N=O
Frontier orbital gap (spin up / spin down)   8.091 / 8.089 eV
Net charge   +1
HOMO energy (spin up / spin down)   -15.82 / -15.82 eV


#b
A gas-phase ion, C2H3N2O2 (charge +1), computed with wB97M-V/def2-TZVPD.

Geometry (Å):
C1 -0.12 1.04 0.37
C2 0.76 -0.25 0.53
N1 -0.88 0.29 -0.56
N2 -0.14 -0.79 -0.47
O1 -0.14 2.19 0.59
O2 -0.27 -1.87 -0.93
H1 1.76 -0.15 0.35
H2 0.72 -0.94 1.43
H3 -1.67 0.48 -1.31

Calculated values
LUMO level   -7.13 eV
SMILES string   O=C1C[N+](=O)N1
Frontier orbital gap   9.836 eV
Net charge   +1
HOMO energy   -16.97 eV


Most favorable structure: #b. The second most favorable one is 76.6 kJ/mol above it.


#a
7 unconnected molecules or ions with the total composition C16H50N4O7, computed with wB97M-V/def2-TZVPD.

Geometry (Å):
O1 -3.03 -18.85 -4.71
H1 -3.34 -18.03 -4.33
H2 -2.08 -18.84 -4.56
O2 2.04 -21.27 -6.51
H3 2.17 -20.33 -6.58
H4 1.40 -21.38 -5.81
O3 2.39 -21.69 -1.00
H5 1.46 -21.93 -1.01
H6 2.74 -22.12 -0.22
C1 -1.42 -22.30 -4.95
C2 -0.69 -21.96 -3.64
C3 -0.76 -23.09 -2.63
O4 -0.19 -22.68 -1.40
C4 -1.16 -21.88 -0.62
N1 0.67 -21.75 -4.08
H7 -2.41 -22.74 -4.80
H8 -0.89 -23.12 -5.45
H9 -1.38 -21.56 -5.75
H10 -1.31 -21.16 -3.21
H11 -0.29 -23.98 -3.05
H12 -1.80 -23.39 -2.46
H13 -1.31 -20.89 -1.05
H14 -0.84 -21.66 0.40
H15 -2.11 -22.42 -0.59
H16 1.16 -22.53 -4.50
H17 1.24 -21.61 -3.25
C5 2.10 -24.21 -8.33
C6 0.57 -24.33 -8.61
C7 0.18 -24.18 -10.10
O5 1.00 -25.05 -10.91
C8 0.77 -24.83 -12.28
N2 0.00 -25.50 -7.93
H18 2.50 -25.19 -8.57
H19 2.45 -24.01 -7.32
H20 2.54 -23.47 -9.00
H21 0.06 -23.46 -8.19
H22 0.51 -23.18 -10.38
H23 -0.86 -24.43 -10.33
H24 1.04 -23.80 -12.52
H25 -0.24 -25.03 -12.63
H26 1.41 -25.53 -12.82
H27 0.57 -26.29 -8.24
H28 -0.90 -25.57 -8.37
C9 4.68 -23.86 -5.73
C10 5.44 -22.62 -5.19
C11 5.11 -22.36 -3.64
O6 6.10 -21.42 -3.05
C12 6.01 -20.04 -3.49
N3 6.82 -22.97 -5.21
H29 3.60 -23.91 -5.57
H30 5.11 -24.76 -5.28
H31 5.01 -24.04 -6.76
H32 5.17 -21.73 -5.76
H33 5.23 -23.26 -3.04
H34 4.11 -21.94 -3.56
H35 5.07 -19.54 -3.24
H36 6.15 -20.07 -4.57
H37 6.78 -19.43 -3.01
H38 7.07 -22.46 -4.38
H39 7.35 -22.68 -6.02
C13 0.05 -16.14 -4.93
C14 0.67 -17.58 -5.14
C15 2.14 -17.81 -4.75
O7 2.87 -17.23 -5.82
C16 4.28 -17.37 -5.56
N4 -0.21 -18.46 -4.48
H40 -0.91 -16.32 -5.42
H41 0.62 -15.36 -5.44
H42 0.02 -16.00 -3.85
H43 0.55 -17.78 -6.21
H44 2.37 -18.85 -4.55
H45 2.54 -17.50 -3.79
H46 4.58 -18.31 -6.02
H47 4.49 -17.67 -4.53
H48 4.86 -16.48 -5.80
H49 0.10 -18.38 -3.52
H50 0.00 -19.42 -4.72

Calculated values
LUMO level   0.52 eV
SMILES string   COC[C@H](C)N.COC[C@H](C)N.COC[C@H](C)N.COC[C@H](C)N.O.O.O
Frontier orbital gap   9.527 eV
Net charge   0
HOMO energy   -9.00 eV


#b
7 unconnected molecules or ions with the total composition C16H50N4O7, computed with wB97M-V/def2-TZVPD.

Geometry (Å):
C1 38.61 -17.02 2.38
C2 37.77 -16.81 1.14
C3 36.40 -16.22 1.38
O1 35.77 -15.88 0.17
C4 34.79 -14.89 0.30
N1 38.56 -15.89 0.28
H1 39.59 -17.42 2.15
H2 38.19 -17.81 3.02
H3 38.70 -16.11 2.97
H4 37.67 -17.71 0.52
H5 36.50 -15.33 2.01
H6 35.76 -16.93 1.94
H7 35.20 -14.02 0.83
H8 33.97 -15.28 0.91
H9 34.38 -14.60 -0.66
H10 38.86 -15.06 0.77
H11 37.91 -15.60 -0.45
C5 30.47 -12.85 3.51
C6 30.69 -11.35 3.23
C7 32.09 -11.07 2.75
O2 33.02 -11.30 3.78
C8 34.25 -10.66 3.53
N2 29.72 -10.99 2.17
H12 29.41 -13.11 3.56
H13 30.85 -13.19 4.47
H14 30.83 -13.50 2.71
H15 30.51 -10.89 4.21
H16 32.15 -10.03 2.40
H17 32.32 -11.66 1.85
H18 35.02 -11.06 4.19
H19 34.17 -9.58 3.70
H20 34.62 -10.80 2.51
H21 28.83 -11.26 2.59
H22 29.66 -9.97 2.14
C9 32.55 -12.12 6.90
C10 33.58 -11.12 7.45
C11 33.30 -9.64 7.16
O3 34.30 -8.84 7.72
C12 34.05 -7.45 7.59
N3 33.76 -11.28 8.91
H23 31.67 -11.60 6.51
H24 32.23 -12.81 7.67
H25 32.99 -12.69 6.09
H26 34.49 -11.46 6.94
H27 32.31 -9.50 7.61
H28 33.25 -9.43 6.09
H29 34.36 -7.03 6.64
H30 34.54 -6.98 8.44
H31 32.99 -7.25 7.81
H32 32.85 -11.15 9.35
H33 34.43 -10.60 9.23
C13 35.66 -14.39 5.40
C14 36.03 -14.54 6.90
C15 37.09 -13.53 7.32
O4 37.37 -13.58 8.69
C16 38.44 -12.73 9.06
N4 34.78 -14.36 7.68
H34 35.18 -13.46 5.11
H35 35.09 -15.27 5.11
H36 36.55 -14.47 4.76
H37 36.36 -15.57 7.03
H38 36.76 -12.51 7.08
H39 37.96 -13.85 6.73
H40 38.14 -11.71 8.80
H41 39.38 -12.92 8.54
H42 38.54 -12.85 10.13
H43 34.98 -14.52 8.67
H44 34.68 -13.35 7.69
O5 31.61 -16.85 2.28
H45 32.07 -16.46 3.04
H46 31.41 -16.10 1.71
O6 32.30 -15.61 6.34
H47 33.16 -15.45 6.79
H48 32.15 -16.55 6.44
O7 32.87 -14.59 3.55
H49 33.28 -14.47 4.41
H50 32.49 -13.73 3.34

Calculated values
LUMO level   0.47 eV
SMILES string   COC[C@H](C)N.COC[C@H](C)N.COC[C@H](C)N.COC[C@H](C)N.O.O.O
Frontier orbital gap   9.513 eV
Net charge   0
HOMO energy   -9.04 eV


Most favorable structure: #b. The second most favorable one is 167.4 kJ/mol above it.


#a
CH3Br2OP in the gas phase, computed with wB97M-V/def2-TZVPD.

Geometry (Å):
C1 -1.03 -0.13 -0.25
O1 0.70 0.31 1.96
P1 0.65 0.19 0.51
Br1 1.40 2.01 -0.50
Br2 2.22 -1.77 -0.59
H1 -1.15 0.61 -0.94
H2 -1.17 -1.08 -0.72
H3 -1.63 -0.14 0.54

Calculated values
LUMO level   -1.88 eV
SMILES string   CP(=O)(Br)Br
Frontier orbital gap   8.436 eV
Net charge   0
HOMO energy   -10.31 eV


#b
CH3Br2OP in the gas phase, computed with wB97M-V/def2-TZVPD.

Geometry (Å):
C1 0.24 -0.06 -0.07
O1 2.09 0.04 -2.17
P1 1.92 -0.02 -0.74
Br1 2.88 -1.76 0.26
Br2 2.91 1.77 0.26
H1 0.29 -0.20 1.10
H2 -0.39 0.79 -0.19
H3 -0.07 -1.06 -0.60

Calculated values
LUMO level   -0.16 eV
SMILES string   CP(=O)(Br)Br
Frontier orbital gap   10.592 eV
Net charge   0
HOMO energy   -10.75 eV


Most favorable structure: #b. The second most favorable one is 112.4 kJ/mol above it.


#a
C2H3NOS3 in the gas phase, computed with wB97M-V/def2-TZVPD.

Geometry (Å):
C1 0.01 1.02 -0.46
C2 -1.19 -0.07 -0.32
H1 2.16 -1.83 0.05
H2 2.12 1.32 -0.29
H3 -2.61 -1.25 1.37
N1 1.33 0.53 -0.38
O1 -0.13 2.16 -0.83
S1 1.63 -0.74 0.94
S2 -2.25 0.23 1.17
S3 -1.08 -1.37 -1.26

Calculated values
LUMO level   -0.94 eV
SMILES string   O=C(NS)C(=S)S
Frontier orbital gap   8.137 eV
Net charge   0
HOMO energy   -9.07 eV


#b
2 unconnected molecules or ions with the total composition C2H3NOS3, computed with wB97M-V/def2-TZVPD.

Geometry (Å):
C1 1.61 0.79 -0.01
C2 -0.90 -0.94 0.34
N1 2.60 0.15 0.06
O1 0.68 1.45 -0.22
S1 -2.33 -0.54 -0.42
S2 -2.55 1.43 0.29
S3 -0.39 -2.59 0.06
H1 -3.22 2.11 -0.71
H2 3.63 0.47 0.12
H3 0.86 -2.32 0.50

Calculated values
LUMO level   0.01 eV
Frontier orbital gap   8.690 eV
Net charge   0
HOMO energy   -8.68 eV


Most favorable structure: #a. The second most favorable one is 17.2 kJ/mol above it.


#a
C8H12N4O3 in the gas phase, computed with wB97M-V/def2-TZVPD.

Geometry (Å):
C1 -1.61 1.97 -0.79
C2 -0.38 1.59 0.21
C3 1.42 -0.06 0.26
C4 2.93 0.16 -0.08
C5 0.95 -1.53 -0.02
C6 -0.51 -1.63 -0.03
C7 -1.36 -1.88 -1.09
C8 -2.37 -1.38 0.82
H1 -2.93 2.41 0.77
H2 -3.13 0.91 0.07
H3 -1.60 3.07 -0.93
H4 -1.37 1.36 -1.80
H5 0.50 1.05 -1.45
H6 1.29 0.09 1.30
H7 1.57 -1.86 -0.84
H8 1.27 -2.09 0.81
H9 -0.94 -1.92 -2.12
H10 -3.13 -1.10 1.43
H11 -3.45 -1.51 -1.05
H12 4.65 -0.48 0.07
N1 -2.98 1.91 -0.11
N2 0.62 0.93 -0.45
N3 -1.10 -1.40 1.12
N4 -2.55 -1.59 -0.57
O1 -0.31 1.93 1.39
O2 3.30 0.95 -0.92
O3 3.87 -0.68 0.56

Calculated values
LUMO level   0.53 eV
SMILES string   NCC(=O)N[C@@H](Cc1c[nH]cn1)C(=O)O
Frontier orbital gap   9.479 eV
Net charge   0
HOMO energy   -8.95 eV


#b
C8H12N4O3 in the gas phase, computed with wB97M-V/def2-TZVPD.

Geometry (Å):
O1 -2.48 -0.18 -1.12
O2 2.79 2.20 1.23
N1 1.43 -0.62 -1.66
O3 -1.46 -1.14 -2.98
C1 -2.35 -0.29 -2.29
C2 2.01 1.70 1.99
C3 0.32 -1.08 -1.21
C4 2.07 0.12 -0.63
C5 1.37 -0.09 0.47
N2 -3.27 0.48 -2.95
N3 1.42 0.52 1.74
N4 0.29 -0.90 0.19
C6 1.48 2.57 3.14
C7 -0.54 -1.89 -2.20
C8 -0.58 -1.58 1.15
H1 3.04 0.54 -0.76
H2 -3.38 0.49 -4.00
H3 -3.49 1.38 -2.42
H4 0.78 0.14 2.36
H5 0.42 2.29 3.26
H6 1.87 2.14 4.04
H7 1.70 3.66 2.89
H8 0.12 -2.48 -2.90
H9 -1.03 -2.69 -1.51
H10 -0.97 -2.51 0.64
H11 -0.08 -1.80 2.13
H12 -1.47 -0.98 1.39

Calculated values
LUMO level   0.55 eV
SMILES string   CC(=O)Nc1cnc(COC(N)=O)n1C
Frontier orbital gap   8.848 eV
Net charge   0
HOMO energy   -8.30 eV


Most favorable structure: #b. The second most favorable one is 14.0 kJ/mol above it.